(1)
Computed, not measured: a structure of composition C17H14Cl2KN4O2S, with ωB97M-V with the def2-TZVPD basis set.

Properties
Gap between HOMO and LUMO in eV: 6.24
Molar mass in g mol⁻¹: 448.4
HOMO level in hartree: -0.1489
Energy above the lowest of the compared OMol25 structures with the same formula, charge and spin in eV: 0.687
Spin multiplicity: 1
LUMO energy in eV: 2.187
Net charge: -1

Geometry as XYZ:
```
41
Properties=species:S:1:pos:R:3:forces:R:3
K -0.637312 1.708025 0.635761 0.0 0.0 0.1
Cl -5.258246 -0.746933 1.326103 0.1 -0.1 0.0
C -4.118432 -1.794565 0.520446 0.0 0.0 -0.1
C -4.557063 -3.035103 0.068688 0.0 0.1 0.0
C -3.706818 -3.899588 -0.571295 0.0 0.0 0.0
Cl -4.315471 -5.453441 -1.118891 0.0 0.0 0.0
C -2.356551 -3.550701 -0.776128 0.1 0.0 0.0
C -1.403601 -4.390773 -1.395581 -0.1 0.0 0.0
C -0.108202 -3.977446 -1.515555 0.1 0.0 0.0
C 0.242609 -2.706095 -1.023313 0.0 0.0 0.0
N -0.613495 -1.889400 -0.465516 -0.1 0.0 0.0
C -1.902410 -2.280650 -0.324288 0.1 0.0 0.0
C -2.792725 -1.322426 0.348956 0.0 0.1 0.1
O -2.380347 -0.208459 0.740145 0.0 0.1 0.0
H -5.590130 -3.315643 0.229468 0.0 0.0 0.0
H -1.714471 -5.362728 -1.755425 0.0 0.0 0.0
H 0.642596 -4.612707 -1.970490 0.0 0.0 0.0
H 1.272940 -2.360676 -1.077022 0.0 0.0 0.0
O 1.072746 3.716433 1.078947 -0.1 -0.1 0.1
N 1.080421 4.243081 2.272768 0.0 0.1 0.0
C 2.282307 4.369338 2.890255 0.0 0.0 -0.1
C 2.430126 4.928843 4.129625 0.0 0.0 0.1
C 1.283366 5.388064 4.783179 0.0 0.0 0.0
C 0.068593 5.250569 4.163606 -0.1 0.0 -0.1
C -0.089854 4.663455 2.884113 0.0 0.0 0.0
S -1.609961 4.474115 2.135237 0.2 -0.1 0.0
H 3.099833 3.989664 2.296339 0.0 0.0 0.0
H 3.415403 5.002308 4.568205 0.0 0.0 0.0
H 1.347408 5.842771 5.764096 0.0 0.0 0.0
H -0.841020 5.588775 4.638604 0.0 0.0 0.0
C 1.442008 -0.657375 -3.992356 0.0 0.0 0.0
N 2.442812 -0.350072 -2.972116 -0.1 0.1 0.0
C 3.465363 -1.365892 -2.759578 0.0 0.0 0.0
C 1.998107 0.294796 -1.887205 0.0 -0.2 0.0
N 1.626041 0.863380 -0.955024 0.0 0.0 -0.1
H 1.955082 -0.839357 -4.936190 0.0 0.0 0.0
H 0.776785 0.193815 -4.112318 0.0 0.0 0.0
H 0.847444 -1.536424 -3.727234 0.0 0.0 0.0
H 3.996465 -1.525130 -3.697710 0.0 0.0 0.0
H 3.035569 -2.318095 -2.430881 0.0 0.0 0.0
H 4.172085 -1.017752 -2.010428 0.0 0.0 0.0
```
Forces are in eV/Å.



(2)
Computed, not measured: a structure of composition C17H14Cl3N4O2Pd, with ωB97M-V with the def2-TZVPD basis set.

Properties
Gap between HOMO and LUMO in eV: 6.08
Molar mass in g mol⁻¹: 519.1
HOMO level in hartree: -0.1379
Energy above the lowest of the compared OMol25 structures with the same formula, charge and spin in eV: 0.000
Spin multiplicity: 1
LUMO energy in eV: 2.332
Net charge: -1

Geometry as XYZ:
```
41
Properties=species:S:1:pos:R:3:forces:R:3
Pd 0.509570 2.041340 -0.159539 -0.1 0.2 0.6
Cl 7.233497 5.179527 -0.581190 0.0 0.0 0.0
C 5.633099 4.646044 -0.112830 0.0 0.0 0.0
C 4.951383 3.737303 -0.902430 0.0 0.0 0.0
C 3.691520 3.326713 -0.517729 0.0 0.0 0.0
Cl 2.840826 2.180056 -1.511342 0.1 0.0 -0.1
C 3.017082 3.774741 0.655791 0.0 0.0 0.1
O 1.861633 3.396871 1.012249 0.0 -0.1 -0.2
C 3.794694 4.707455 1.407845 0.0 0.0 0.0
Cl 3.093061 5.331465 2.875167 0.0 0.0 0.0
C 5.055216 5.134816 1.047794 0.0 0.0 0.0
H 5.395433 3.348600 -1.808405 0.0 0.0 0.0
H 5.582381 5.844017 1.670701 0.0 0.0 0.0
N -1.172360 1.083957 -0.272645 0.1 0.0 -0.2
C -2.170600 0.515586 -0.388427 0.0 0.0 0.1
C -3.405377 -0.196008 -0.502281 0.0 -0.1 0.0
C -4.607130 0.492592 -0.675363 0.0 0.0 0.0
C -5.794390 -0.210138 -0.791118 0.0 0.0 0.0
C -5.797072 -1.597398 -0.734199 0.0 0.0 0.0
C -4.602093 -2.283175 -0.558021 0.0 0.0 0.0
C -3.408591 -1.592451 -0.442771 0.0 0.1 0.0
H -4.595705 1.573165 -0.720369 0.0 0.0 0.0
H -6.723325 0.328278 -0.927970 0.0 0.0 0.0
H -6.727378 -2.142267 -0.828694 0.0 0.0 0.0
H -4.600944 -3.365016 -0.515339 0.0 0.0 0.0
H -2.468214 -2.107634 -0.294436 0.0 0.0 0.0
C 0.146686 -3.533621 1.868535 0.0 0.0 0.0
N -0.150018 -2.997224 0.558381 0.1 0.1 -0.1
C -0.393778 -3.921069 -0.528664 -0.2 0.0 -0.1
C 0.054640 -3.104231 -1.752189 0.4 -0.2 0.1
O -0.061074 -3.493828 -2.891393 -0.2 0.0 0.0
N 0.650501 -1.945809 -1.313077 -0.1 0.2 -0.2
C 0.564552 -1.939976 -0.006204 0.0 -0.2 0.1
N 1.131872 -1.034970 0.796623 -0.1 0.1 0.7
H -0.656500 -4.208124 2.163757 0.0 0.0 0.0
H 0.192743 -2.746190 2.617768 0.0 0.0 0.0
H 1.092949 -4.088024 1.884162 0.0 0.0 0.0
H -1.444031 -4.205533 -0.616590 0.0 0.0 0.0
H 0.212090 -4.829356 -0.445853 0.0 0.0 0.0
H 1.275649 -0.063227 0.492558 0.0 -0.1 -0.6
H 0.797501 -1.037258 1.747720 0.1 0.0 0.0
```
Forces are in eV/Å.



(3)
Computed, not measured: a structure of composition C17H14ClNO3STi in a non-equilibrium geometry, with ωB97M-V with the def2-TZVPD basis set.

Properties
Gap between HOMO and LUMO (alpha / beta) in eV: 3.73 / 3.75
Molar mass in g mol⁻¹: 395.7
HOMO level (alpha / beta) in hartree: -0.0972 / -0.0972
Energy above the lowest of the compared OMol25 structures with the same formula, charge and spin in eV: 1.706
Spin multiplicity: 2
LUMO energy (alpha / beta) in eV: 1.080 / 1.109
Net charge: -1

Geometry as XYZ:
```
38
Properties=species:S:1:pos:R:3:forces:R:3
C -2.124041 0.834820 0.088407 0.3 1.4 0.6
C -1.409904 1.483234 -0.969210 -0.1 0.0 0.6
C -0.312437 2.213471 -0.411462 -0.4 0.0 0.5
H -1.718810 1.485815 -2.017443 0.4 -0.2 0.4
C -0.343492 2.063525 1.012779 -1.7 -0.1 -0.3
C -1.469796 1.175636 1.335079 -0.8 2.5 -0.9
H -1.854429 0.944833 2.313701 0.1 0.0 -0.2
H -3.066122 0.288400 0.029043 0.6 0.0 -0.1
H 0.391659 2.853405 -0.957294 -0.3 -0.6 0.2
H 0.326379 2.524902 1.741749 -0.2 -0.3 -0.4
Ti -0.082084 -0.041735 0.406035 1.3 -1.3 -1.5
Cl -0.770653 -2.137240 0.303617 -0.1 -0.7 -0.9
C 4.173889 -0.425114 -3.610454 -0.2 1.0 -0.2
C 4.746893 0.725092 -2.974997 -0.7 0.0 -0.7
C 4.199642 1.894123 -3.598396 -0.2 -0.9 -0.2
H 5.485025 0.713693 -2.171535 -0.2 0.0 -0.2
C 3.289168 1.466795 -4.619475 0.5 -0.6 0.6
C 3.273016 0.033536 -4.627218 0.5 0.6 0.6
H 2.691796 -0.596931 -5.302321 0.1 0.2 0.2
H 4.399073 -1.466619 -3.375887 -0.1 0.3 -0.1
H 4.447602 2.928323 -3.353023 -0.1 -0.3 -0.1
H 2.722625 2.118549 -5.286999 0.1 -0.2 0.2
O -2.219047 -2.969215 4.331936 0.9 2.6 0.3
S -1.972461 -1.514688 4.311017 0.2 -1.4 -1.1
O -3.142805 -0.675730 4.451069 1.0 -0.1 0.4
N -1.163737 -1.054473 2.927633 1.0 -0.2 0.7
C 0.070570 -0.620410 3.138767 -1.4 -0.1 -4.3
O 0.810288 -0.175807 2.085478 -0.7 -1.2 3.4
C 0.488115 -0.563285 4.492996 1.1 0.5 1.6
C 1.706087 -0.056096 4.981145 -0.6 -0.4 0.5
C 1.905217 -0.018670 6.372723 -0.7 -0.3 -0.2
C 0.884443 -0.465387 7.244275 -0.2 -0.1 -1.0
C -0.342828 -0.951981 6.707222 0.2 0.0 0.0
C -0.547963 -0.998033 5.311624 0.7 0.1 2.6
H 2.460856 0.282945 4.276515 -0.1 -0.1 0.1
H 2.848221 0.355413 6.775713 -0.3 -0.1 -0.1
H 1.063103 -0.426073 8.329417 -0.3 -0.1 -0.6
H -1.119368 -1.289383 7.398754 0.2 0.1 -0.3
```
Forces are in eV/Å.



(4)
Computed, not measured: a cluster of 3 separate species, C17H14F16N3O5PS in total in a non-equilibrium geometry, with ωB97M-V with the def2-TZVPD basis set.

Properties
SMILES string: FC(F)C(F)(F)COC(F)(F)C(F)F.FC(F)C(F)(F)COC(F)(F)C(F)F.CP(O)c1cc(ON=O)c2nsnc2c1
Gap between HOMO and LUMO in eV: 6.77
Molar mass in g mol⁻¹: 707.3
HOMO level in hartree: -0.3200
Spin multiplicity: 1
LUMO energy in eV: -1.939

Geometry as XYZ:
```
57
Properties=species:S:1:pos:R:3:forces:R:3
F 1.280418 4.341447 -1.486823 0.0 -0.6 0.1
C 1.490019 3.029812 -1.741142 -0.5 -0.1 0.9
F 1.670237 2.435097 -0.531365 0.2 -0.2 -0.2
C 2.698713 2.796395 -2.640614 1.1 0.1 -0.2
F 3.848919 3.206123 -2.042566 -0.5 0.0 0.0
F 2.839250 1.445008 -2.823387 -0.5 0.4 0.1
C 2.599904 3.433030 -4.035116 0.3 -0.3 -1.1
O 3.256347 4.692889 -4.200276 -1.1 1.0 1.3
C 2.501175 5.833235 -3.793708 -0.2 -1.5 -1.6
F 1.221805 5.459151 -3.556050 0.4 0.8 -0.1
F 2.453520 6.650376 -4.881959 0.3 0.0 0.8
C 3.137357 6.578142 -2.615050 0.4 0.4 0.8
F 3.273149 5.775899 -1.529354 0.1 0.2 -0.6
F 2.366551 7.627938 -2.225777 -0.1 -0.3 -0.5
H 0.581551 2.611942 -2.181301 0.1 0.0 -0.2
H 3.131674 2.761317 -4.720651 0.1 0.1 0.3
H 1.571988 3.452663 -4.417090 0.2 0.1 0.4
H 4.128737 6.958511 -2.879675 -0.1 -0.1 -0.2
F -0.183642 -0.529741 3.630256 0.3 0.4 0.0
C 0.066550 0.758158 3.302055 1.1 -0.2 0.3
F 0.994065 1.201059 4.192720 -0.3 0.2 -0.1
C -1.185639 1.626434 3.352971 -0.8 0.3 0.5
F -1.689439 1.697420 4.613788 0.3 -0.2 -0.3
F -0.828495 2.908941 3.025825 0.2 -0.5 -0.2
C -2.302895 1.207826 2.385392 -0.7 0.6 -0.7
O -3.351261 0.409533 2.941359 1.1 -1.6 0.4
C -3.086686 -0.991351 3.000457 -0.2 1.5 -1.6
F -1.969256 -1.264565 2.286375 -0.7 -0.6 0.3
F -4.111109 -1.588107 2.330592 0.3 0.0 0.7
C -3.026935 -1.525005 4.435898 0.1 -0.2 1.0
F -2.065896 -0.901680 5.162973 -0.6 -0.1 -0.3
F -2.725967 -2.850471 4.453400 -0.1 0.2 -0.5
H 0.524977 0.781084 2.310599 -0.1 0.1 -0.1
H -2.805550 2.132167 2.074157 0.1 -0.1 0.3
H -1.914187 0.782625 1.452111 0.1 0.0 0.4
H -3.983371 -1.382436 4.948190 0.0 0.1 -0.3
C -3.354824 -5.293510 1.150441 -0.1 1.6 -0.5
P -2.275567 -6.052419 -0.281138 1.0 -1.1 0.2
O -3.132123 -5.934921 -1.816360 -1.0 2.1 3.3
C -0.732794 -4.863885 -0.323153 2.9 2.5 0.3
C -1.052887 -3.359163 -0.977575 4.8 0.9 1.1
C 0.161832 -2.258736 -1.017881 -1.9 -4.7 1.6
O -0.144996 -0.923414 -1.554426 -0.6 -3.5 2.4
N 0.912152 -0.550740 -2.297031 -0.4 0.9 -5.9
O 0.511288 -0.383295 -3.458082 1.8 0.0 4.1
C 1.625496 -2.743696 -0.419286 2.7 0.0 1.0
N 2.891953 -1.920616 -0.337892 -2.6 -5.1 1.2
S 4.114073 -2.954765 0.439770 -3.9 -0.7 -1.0
N 3.345095 -4.527942 0.769262 -4.8 5.2 -3.4
C 1.949115 -4.232111 0.224561 -0.8 -0.8 0.3
C 0.723132 -5.326463 0.274088 -2.7 3.2 -1.9
H -3.804733 -4.286338 0.694250 0.6 -2.0 1.4
H -4.187344 -6.034367 1.508161 1.7 1.4 -0.9
H -2.649015 -4.988112 2.057628 -1.4 -0.8 -2.1
H -3.968163 -5.405424 -1.569512 1.6 -1.0 -1.0
H -2.140321 -3.116395 -1.395231 2.8 -0.5 1.0
H 0.802054 -6.404554 0.732191 0.0 2.5 -1.1
```
Forces are in eV/Å.



Across the entries above, E takes the values -2944.29886; -2534.25945; -2644.54943; -3533.57776 Ha, respectively.